[1]
The following is a DFT calculation (ωB97M-V/def2-TZVPD) of a cluster of 16 separate species, C24H59FN17O37 in total in a non-equilibrium geometry.

Geometry as XYZ:
```
138
Properties=species:S:1:pos:R:3:mulliken_charge:R:1
F -1.98421 -2.87963 3.91979 -0.192
O 8.34268 5.54873 3.28033 -0.533
O -2.77432 -4.19275 7.52630 -0.537
O -5.88859 0.67376 -0.74307 -0.557
O -1.89451 -10.66649 -4.82908 -0.527
O -7.65322 1.96426 -4.22136 -0.576
O 5.48372 3.78284 -2.18948 -0.689
O -1.15448 2.15043 2.92770 -0.587
O 0.69084 -7.40851 3.13758 -0.525
O 3.39394 -3.96185 0.10198 -0.542
O -3.67943 -7.04952 0.63814 -0.616
O 3.89678 -3.27485 -1.88609 -0.616
O -5.17362 -1.23088 -1.51568 -0.568
O 3.62827 -2.42421 -6.69044 -0.536
O 0.50160 -1.29139 2.05901 -0.633
O -0.05438 -2.25252 4.68992 -0.449
O -4.68321 -5.18034 7.27966 -0.561
O 4.52553 3.88872 1.72830 -0.529
O -7.74077 4.04451 -4.80711 -0.517
O 7.19112 6.60867 -6.08317 -0.530
O -2.32512 -8.55317 -4.65343 -0.499
O -1.99279 3.86071 0.99763 -0.785
O 4.96388 -0.92880 -5.87765 -0.528
O 5.31056 5.84258 -5.33451 -0.466
O -4.10067 -6.97916 2.75945 -0.599
O -1.15441 5.78496 -4.26537 -0.559
O 7.80417 5.36939 5.36805 -0.554
O 0.27367 5.81996 4.83923 -0.527
O -0.58285 2.86287 -0.37636 -0.739
O 4.93436 5.86309 -1.97233 -0.532
O -1.06067 -4.72484 -1.67534 -0.496
O 0.18450 7.29325 -3.48150 -0.567
O -3.33259 -0.07268 1.40788 -0.008
O -0.98138 -5.17761 -3.78972 -0.584
O 2.66526 2.79424 1.58432 -0.585
O 0.75333 6.52281 2.85120 -0.472
O 0.27348 -7.33839 5.26185 -0.520
O -0.75170 0.00794 -0.00424 -0.297
N 0.91129 -7.02923 4.27305 0.890
N -1.28269 -5.43360 -2.63944 0.948
N 7.53990 5.38611 4.18028 0.903
N -1.62474 -9.49198 -4.98140 0.854
N 3.20412 -3.27439 -0.87958 0.984
N 4.39933 -2.00562 -5.84792 0.894
N -7.90452 3.13974 -4.01731 0.883
N -3.52011 -4.98174 6.98082 0.905
N -5.40531 -0.03677 -1.61072 1.010
N 0.07060 6.50542 3.85318 0.882
N 6.00283 6.36347 -6.18608 0.817
N -0.60766 0.48579 1.26994 0.740
N 5.66771 4.97845 -2.35612 1.073
N -3.46077 -6.67060 1.77338 1.057
N -1.13406 -0.65746 3.47253 0.213
N -0.37833 6.21307 -3.43099 0.945
N 3.79143 3.05383 1.22267 0.902
C -0.09905 5.34075 -2.25616 -0.642
C -0.32077 -9.17864 -5.62625 -0.702
C 4.33027 2.29705 0.06422 -0.610
C -5.57042 -1.19624 1.34365 -1.285
C 6.11295 5.19036 3.80320 -0.650
C 4.67040 -2.89270 -4.68433 -0.651
C 0.81609 2.17084 4.34058 -1.222
C -2.95693 -5.76982 5.85126 -0.282
C -3.02175 1.30197 1.67571 -1.098
C 2.06027 -6.10574 4.47611 -0.674
C -4.38980 -0.59499 2.20712 0.249
C -0.40370 -0.50803 2.24378 -0.145
C -1.98076 -6.72528 -2.39765 -0.411
C -1.32693 2.87287 0.64728 0.209
C -1.11618 7.39989 3.87059 -0.778
C -0.97339 -1.92667 4.05347 0.407
C 5.33260 6.73034 -7.46192 -0.738
C -5.07233 0.62297 -2.89978 -0.698
C 2.03470 -2.35379 -0.86266 -0.355
C 6.89444 5.37292 -3.09285 -0.804
C -2.31013 -5.75003 1.97498 -0.041
C -8.45947 3.50063 -2.68471 -0.687
C 0.17888 2.69025 2.97531 0.463
C -1.45730 1.61221 1.64081 0.971
H -5.99555 1.03706 -3.29955 0.173
H -3.42766 1.70193 2.63629 0.242
H -0.32740 -9.63095 -6.61499 0.296
H -1.75856 7.10514 3.04333 0.297
H 1.66803 -5.18317 4.90007 0.279
H 7.75030 5.00032 -2.53260 0.348
H 6.92445 6.45472 -3.16591 0.274
H -6.18220 -1.86438 2.01003 0.453
H -6.21588 -0.35001 1.04522 0.249
H 0.46297 -9.60400 -5.00369 0.287
H 0.00015 1.66118 4.91866 0.279
H 4.57153 3.01989 -0.71877 0.201
H -2.10453 -0.34829 3.41627 0.174
H 1.38536 -2.63356 -1.68979 0.267
H -4.34634 1.40655 -2.69028 0.309
H -0.21653 -8.09936 -5.69541 0.297
H -9.43340 3.95579 -2.84832 0.291
H -2.18528 -6.81855 -1.33489 0.072
H 4.93132 5.81714 -7.89504 0.286
H 6.02811 5.22875 2.72426 0.321
H -5.14170 -1.75545 0.49687 0.281
H -4.65508 -0.11828 -3.57475 0.321
H 1.16268 3.01645 4.98535 0.309
H -1.32298 -7.51951 -2.73477 0.215
H -2.11897 -6.34556 6.23846 0.262
H -3.98708 -1.46199 2.80920 -0.200
H 5.80415 4.21863 4.17931 0.251
H -2.69871 -4.82518 2.39615 -0.001
H -1.04131 5.16305 -1.74299 0.248
H 0.60372 5.84903 -1.60360 0.286
H 5.21987 1.76923 0.40222 0.311
H 5.53993 5.99142 4.26434 0.277
H -1.54410 0.36500 -0.43852 0.296
H 2.41209 -1.34110 -0.98307 0.174
H -4.85296 0.12303 2.92313 0.313
H 5.36916 -2.39505 -4.02003 0.289
H 0.15070 3.79888 3.06239 -0.083
H 1.51729 -2.46018 0.08677 0.074
H -1.62909 7.28005 4.82020 0.308
H 6.06583 7.18218 -8.12313 0.308
H -1.83707 -5.56558 1.01423 0.114
H -2.63246 -5.06458 5.08947 -0.053
H -1.61659 -6.23457 2.65942 0.069
H 0.85400 2.37744 2.14498 0.522
H 0.32359 4.41181 -2.62903 0.251
H 3.57198 1.59752 -0.27655 0.195
H -3.72924 -6.42711 5.46360 0.287
H -7.76913 4.20199 -2.22186 0.292
H 2.75289 -6.59090 5.15985 0.268
H -8.54981 2.59763 -2.08815 0.286
H 4.53927 7.43508 -7.22382 0.295
H 5.09525 -3.81645 -5.07064 0.285
H 3.72563 -3.07389 -4.18197 0.264
H -3.52010 1.90754 0.87097 0.339
H -2.90524 -6.71153 -2.96779 0.272
H -0.75919 8.42000 3.74935 0.278
H 2.53154 -5.91915 3.51566 0.290
H 1.60445 1.39901 4.17800 0.249
H 6.84239 4.92308 -4.07453 0.275
```

Summary:
Energy   -129608.60743 eV
M   1196.816 g mol⁻¹
HOMO level   -5.59 eV
Charge   -1
F_max   0.0698 hartree/bohr

=====

[2]
The following is a DFT calculation (ωB97M-V/def2-TZVPD) of a cluster of 6 separate species, C24H59FN2O27P5 in total in a non-equilibrium geometry.

Geometry as XYZ:
```
118
Properties=species:S:1:pos:R:3:mulliken_charge:R:1
P -1.92772 3.44078 3.49121 1.045
P -0.25791 -4.48221 -0.46816 1.381
P -5.58096 -3.89991 2.71145 1.033
P 0.99221 -2.64685 3.72302 0.840
P 1.40857 4.93889 -8.08137 1.128
F -1.07433 3.68838 -1.48070 -0.275
O 1.16403 -3.95132 2.59977 -0.129
O 1.74233 5.55321 -9.44504 -0.595
O -1.82908 2.67076 4.95306 -0.395
O 3.65875 0.73976 -0.77527 -0.337
O -1.08759 -3.25115 -1.35640 -0.315
O -1.70104 1.91064 2.71652 -0.400
O -5.91323 -3.99923 4.40633 -0.508
O 1.93438 3.37016 -8.03358 -0.376
O -1.44099 1.33831 -1.89750 -0.450
O -4.07228 -3.91985 2.97957 -0.510
O 3.57628 2.65017 -3.95691 -0.242
O 3.31760 4.28016 -1.41770 -0.240
O -5.24857 -3.80054 1.01661 -0.225
O 0.57184 -5.71331 0.41996 -0.184
O 0.89892 -4.46407 -1.47305 -0.638
O 0.82047 -1.34230 4.84618 -0.195
O -6.13024 -2.33869 2.73546 -0.264
O 2.92878 5.51003 -7.48506 -0.363
O -0.11160 4.36776 -8.67781 -0.497
O -0.53193 3.89814 3.05417 -0.582
O 2.28813 -3.24813 4.55891 -0.401
O 6.44414 1.26234 -1.02773 -0.687
O 6.17485 1.15744 -3.47667 -0.727
O 0.92255 1.53620 -3.81305 -0.673
O -2.15425 4.97094 4.26589 -0.318
O 1.47756 -1.64318 2.67161 -0.429
O -1.41011 -5.56176 -0.96484 -0.477
N 3.17854 1.83820 -2.98010 0.400
N 0.95487 1.98863 -1.43466 0.384
C 1.33173 -1.42537 6.15814 -0.680
C -5.31012 -3.06002 5.28789 -0.662
C -0.14136 3.58459 -9.86474 -0.627
C -7.50914 -2.13432 3.00155 -0.915
C 1.70596 1.81161 -2.73024 0.103
C 2.40551 -4.13069 1.92925 -0.639
C 4.05747 1.78127 -1.78019 0.353
C -0.51189 2.29513 -1.62773 0.430
C 3.01508 6.70506 -0.45537 -0.989
C -5.89457 -2.85632 0.19160 -0.609
C 2.69596 5.07476 -0.35386 -0.089
C 5.64969 1.39266 -2.12508 0.350
C 2.34341 -1.38788 -0.87595 0.214
C -2.87018 1.76626 5.28761 -0.866
C 1.31135 2.49943 -7.10213 -0.779
C 3.74883 -0.60873 -1.34073 -0.432
C -2.64201 5.06517 5.58602 -0.546
C -1.31858 -3.43552 -2.74768 -0.787
C 3.79965 4.67077 -6.75928 -0.192
C -0.08636 -6.88442 0.84982 -0.727
C 4.16863 3.19924 -0.91142 -0.830
C -2.73076 -5.37899 -0.47863 -0.914
C 2.12717 -4.50349 5.20087 -0.850
C -0.54485 1.14155 3.02432 -0.491
H 4.61784 -1.21173 -0.83934 0.295
H 2.96917 4.76557 0.73927 0.277
H -6.97857 -2.93141 0.29439 0.270
H -5.54621 -1.84870 0.41861 0.304
H -2.99486 -6.21240 0.17605 0.335
H 0.97854 1.60228 -7.63265 0.309
H 3.82185 -0.67257 -2.50466 0.326
H -3.41767 -5.37215 -1.33022 0.296
H -0.85307 -2.60820 -3.29027 0.233
H -0.98255 -6.63603 1.42116 0.266
H 0.84925 3.42242 -10.29705 0.312
H 0.45135 2.96672 -6.61627 0.409
H 4.62049 5.28213 -6.37205 0.320
H 1.17862 -4.97877 4.93941 0.376
H 3.15490 -3.38503 2.20657 0.513
H -0.58686 2.61526 -9.62534 0.249
H 2.95933 7.03084 -1.57772 0.261
H -7.60318 -1.40675 3.81327 0.237
H 1.42637 2.62144 -0.75645 0.166
H 2.22924 -4.07989 0.85133 -0.008
H -2.83793 -4.44256 0.07420 0.421
H 2.95032 -5.15763 4.89817 0.251
H 1.60378 -1.55756 -1.77352 0.098
H 4.06935 6.87538 0.04840 0.260
H -1.89644 4.70604 6.29548 0.246
H -3.58120 4.51902 5.69051 0.245
H 4.31518 3.27070 -3.69176 0.366
H -2.83166 6.12014 5.80637 0.274
H -4.72072 -3.60705 6.02878 0.266
H 2.20823 7.28298 0.20776 0.303
H 1.77331 -0.67048 -0.11681 -0.197
H -2.42196 0.81210 5.58045 0.182
H 4.22998 3.91085 -7.41159 0.279
H -8.01206 -3.06003 3.29162 0.421
H 2.03601 2.20532 -6.33970 0.279
H -3.55203 1.59854 4.45037 0.444
H 2.42142 -1.40083 6.14595 0.281
H -6.10465 -2.51624 5.80597 0.249
H 2.56983 -2.38271 -0.26676 -0.149
H -7.99412 -1.72833 2.11110 0.334
H -4.66553 -2.34199 4.77462 0.324
H -2.39727 -3.40552 -2.92351 0.228
H -5.63213 -3.07399 -0.84822 0.264
H -3.43530 2.16096 6.13483 0.359
H 0.01107 0.96385 2.09969 0.297
H -0.32582 -7.52243 -0.00094 0.272
H 1.51086 4.99022 -0.46993 0.162
H -0.87031 0.17848 3.42677 0.091
H 5.29067 3.60179 -0.98881 0.238
H 0.59427 -7.43968 1.50244 0.287
H -0.92375 -4.38151 -3.12678 0.363
H 2.78740 -5.12544 2.17423 0.261
H 0.98429 -0.55098 6.71690 0.239
H 0.96296 -2.32161 6.66018 0.281
H 4.01760 2.93121 0.22382 0.247
H 0.11195 1.62588 3.75133 0.365
H 3.28170 4.21656 -5.91270 -0.050
H 2.17105 -4.36557 6.28345 0.318
H -0.77590 4.08900 -10.59855 0.249
```

Summary:
Energy   -133244.99491 eV
M   981.591 g mol⁻¹
HOMO level   -4.82 eV
Charge   -1
F_max   0.2005 hartree/bohr